A single C2H4N4 molecule at a distorted geometry. Source: OMol25; level of theory: ωB97M-V/def2-TZVPD.

Each line ends with the Löwdin charge.
Atoms and positions in Å:
N: -1.3623 -1.2242 0.4713  0.121
C: -0.4694 -0.2241 0.1977  -0.535
N: 0.7626 -0.3484 0.7081  0.090
C: 1.4804 0.5083 0.0067  -0.184
N: 0.6458 1.2247 -0.8114  -0.010
N: -0.6277 0.7662 -0.6659  0.082
H: -1.1773 -1.6405 1.3749  0.091
H: -2.3197 -0.9836 0.2973  0.083
H: 2.3204 -0.1379 -0.2053  0.122
H: 0.7472 2.0594 -1.3733  0.141

Cartesian forces, eV/Å:
N -0.55 0.15 0.25
C -0.34 0.28 0.14
N -0.33 -0.34 -0.19
C -0.68 -0.80 -0.40
N 0.24 -0.55 0.13
N -0.10 -0.18 0.40
H -0.22 0.00 -0.18
H -0.33 -0.05 0.09
H 1.83 1.87 -0.40
H 0.48 -0.38 0.16

Output
- HOMO energy: -8.7 eV
- SMILES: Nc1nc[nH]n1
- ΔE to the lowest compared entry with this formula, charge and spin: 135.8 kJ/mol
- Total energy: -8097.907 eV
- HOMO-LUMO gap: 0.3609 hartree
- Lowest unoccupied orbital energy: 1.16 eV



A single C5H7F molecule at a distorted geometry. Source: OMol25; level of theory: ωB97M-V/def2-TZVPD.

Each line ends with the Löwdin charge.
Atoms and positions in Å:
C: -2.0487 -1.3059 -0.1805  0.095
C: -1.5379 -0.2211 -0.1345  -0.148
C: -0.7574 1.0374 0.0570  -0.214
C: 0.6722 0.8101 -0.2363  -0.192
C: 1.2685 -0.5748 0.2599  -0.207
F: 2.5423 -0.7227 -0.2530  -0.079
H: -2.2700 -2.3346 -0.0494  0.028
H: -0.9351 1.2760 1.0690  0.102
H: -1.2324 1.7607 -0.6333  0.126
H: 0.8588 0.8424 -1.3018  0.112
H: 1.3948 1.5137 0.2126  0.119
H: 0.5715 -1.4236 -0.1768  0.129
H: 1.4733 -0.6577 1.3671  0.130

Cartesian forces, eV/Å:
C 0.43 0.14 0.26
C 0.25 0.12 0.11
C -2.07 -1.00 -1.30
C 3.07 -1.31 0.60
C -1.67 -0.73 -0.34
F 0.27 0.08 -0.63
H -0.45 -0.10 -0.26
H -0.15 0.83 1.17
H 0.50 0.12 0.63
H 0.02 -0.14 -0.32
H -0.78 0.35 -0.16
H 1.65 1.47 1.21
H -1.08 0.16 -0.97

Output
- HOMO energy: -10.2 eV
- SMILES: C#CCCCF
- ΔE to the lowest compared entry with this formula, charge and spin: 177.5 kJ/mol
- Total energy: -8013.372 eV
- HOMO-LUMO gap: 0.4116 hartree
- Lowest unoccupied orbital energy: 1.02 eV



A single C11H9N3O molecule at a distorted geometry. Source: OMol25; level of theory: ωB97M-V/def2-TZVPD.

Each line ends with the Löwdin charge.
Atoms and positions in Å:
C: 2.5301 -2.0258 0.0189  -0.079
C: 1.0825 -2.0098 0.1548  -0.012
C: 3.3240 -0.8921 -0.0888  -0.011
C: 2.8929 1.7091 0.1840  -0.061
C: 2.6089 0.3517 0.0095  -0.171
C: -1.2922 0.9430 0.0729  -0.183
C: 0.8062 1.5316 -0.0640  -0.104
C: 0.4437 -0.7866 0.0620  -0.176
C: -1.9131 -1.4190 0.1261  -0.227
C: -2.3079 1.6189 -0.7384  -0.112
C: -2.3538 1.6835 0.7773  -0.078
N: 1.7158 2.4376 0.0489  0.100
N: -0.9325 -0.4551 -0.0319  0.054
N: 1.2136 0.3102 -0.0563  0.023
O: -3.0827 -1.0909 0.1457  0.050
H: 3.1176 -3.0082 -0.0457  0.124
H: 0.5315 -2.9815 0.3109  0.116
H: 4.3293 -0.7940 -0.1381  0.073
H: 3.8020 2.1086 0.3530  0.066
H: -1.4292 -2.3629 0.1318  0.114
H: -1.9783 2.5506 -1.2023  0.105
H: -3.0597 0.8533 -1.2464  0.154
H: -3.2313 1.0510 1.0379  0.113
H: -2.0355 2.6603 1.1882  0.123

Cartesian forces, eV/Å:
C 2.20 -0.67 -0.37
C -0.47 -0.13 -0.02
C -5.06 -0.09 0.92
C -3.21 -2.28 -1.43
C 0.83 0.33 0.54
C 4.24 1.16 -1.22
C -5.73 1.78 0.43
C -0.26 -1.86 -0.28
C -0.16 2.57 -0.69
C -0.71 -1.03 -1.56
C -0.76 -0.52 -0.07
N 0.23 -0.01 0.68
N 0.12 0.01 1.14
N 2.06 -1.80 -0.21
O 0.46 -1.23 0.27
H -1.39 1.33 0.23
H 0.75 1.39 -0.32
H 3.01 -0.51 -0.25
H 2.70 1.52 0.28
H -0.36 -1.60 0.18
H -0.39 -0.57 -0.44
H 1.60 2.23 0.96
H 0.96 0.95 1.01
H -0.70 -0.95 0.23

Output
- HOMO energy: -7.7 eV
- ΔE to the lowest compared entry with this formula, charge and spin: 634.4 kJ/mol
- Total energy: -18065.585 eV
- HOMO-LUMO gap: 0.2969 hartree
- Lowest unoccupied orbital energy: 0.39 eV



A molecular structure, C30H29N7O2RuS. Source: OMol25; level of theory: ωB97M-V/def2-TZVPD.

Each line ends with the Mulliken spin population.
Atoms and positions in Å:
Ru: 0.6110 0.7882 1.2812  1.673
N: 2.2989 -1.1048 4.9152  0.111
C: 1.9707 -0.5589 3.7426  0.060
S: 0.3021 -0.1373 3.4554  0.225
N: 2.9568 -0.3632 2.8576  0.264
N: 2.4668 -0.0398 1.6883  0.471
C: 3.2368 0.7129 0.7112  0.009
C: 3.7140 2.0135 1.2853  0.157
C: 4.9961 2.4694 1.1602  -0.012
C: 5.3711 3.6966 1.7259  0.271
C: 4.4482 4.4798 2.4388  -0.051
C: 3.1586 4.0562 2.5828  0.157
C: 2.7429 2.8166 1.9950  0.124
O: 1.5322 2.4577 2.1065  0.331
H: 1.6126 -1.2307 5.6371  0.002
H: 3.2553 -1.3691 5.0831  -0.005
H: 4.0524 0.1655 0.2262  0.028
H: 5.7286 1.8786 0.6257  -0.001
H: 6.3898 4.0424 1.6155  0.006
H: 4.7652 5.4195 2.8693  0.004
H: 2.4133 4.6304 3.1160  0.001
C: -3.5581 -2.0669 -1.9554  0.000
C: -2.6883 -1.8485 -3.1609  -0.004
C: -3.2269 -1.7781 -4.4414  0.000
C: -2.4208 -1.5729 -5.5521  0.000
C: -1.0497 -1.4289 -5.4057  0.000
C: -0.4908 -1.4886 -4.1385  -0.001
C: -1.3049 -1.7024 -3.0347  0.006
N: -0.7061 -1.7466 -1.7314  0.014
C: -0.6519 -0.6794 -0.9116  -0.033
N: -1.1515 0.4688 -1.3826  0.076
C: -1.5209 1.6160 -0.6461  0.055
C: -0.9092 1.9043 0.5724  -0.109
C: -1.3335 3.0572 1.2505  0.014
C: -2.3181 3.8697 0.7257  -0.026
C: -2.8883 3.5599 -0.5055  0.072
C: -2.5044 2.4341 -1.2154  -0.035
C: -3.1241 2.1019 -2.5462  -0.002
N: -0.1336 -0.7776 0.3136  0.016
C: 0.1362 -2.1080 0.7903  -0.003
C: 1.3663 -2.6984 0.5284  0.019
C: 1.6354 -3.9772 0.9911  0.011
C: 0.6683 -4.6570 1.7168  -0.002
C: -0.5579 -4.0604 1.9698  -0.004
C: -0.8529 -2.7802 1.5109  -0.002
C: -2.1903 -2.1503 1.7774  0.011
H: -4.5986 -2.1898 -2.2489  0.000
H: -3.5008 -1.2225 -1.2634  0.001
H: -3.2512 -2.9588 -1.4061  0.000
H: -4.2965 -1.8914 -4.5674  0.000
H: -2.8678 -1.5258 -6.5361  0.000
H: -0.4187 -1.2685 -6.2690  0.000
H: 0.5756 -1.3693 -3.9926  -0.001
H: -0.2411 -2.5860 -1.4183  0.000
H: -1.4620 0.4334 -2.3432  -0.009
H: -0.8766 3.3149 2.1982  -0.001
H: -2.6402 4.7536 1.2602  -0.001
H: -3.6518 4.2053 -0.9222  0.004
H: -3.8952 2.8265 -2.7984  0.000
H: -3.5903 1.1124 -2.5437  -0.001
H: -2.3879 2.1206 -3.3561  -0.001
H: 2.1067 -2.1429 -0.0344  0.000
H: 2.5935 -4.4363 0.7877  0.000
H: 0.8675 -5.6540 2.0866  0.000
H: -1.3073 -4.5958 2.5402  -0.001
H: -2.6830 -2.6365 2.6176  -0.001
H: -2.8469 -2.2441 0.9092  -0.001
H: -2.0957 -1.0872 1.9989  -0.001
O: 2.1521 1.7736 -1.1381  0.566
N: 2.0689 0.9544 -0.1990  0.547

Cartesian forces, eV/Å:
Ru -0.14 0.02 -0.25
N 0.01 0.03 0.02
C -0.01 -0.09 -0.09
S -0.04 -0.03 0.08
N 0.00 0.05 0.06
N 0.15 -0.06 0.01
C -0.05 0.04 0.00
C 0.04 -0.01 -0.01
C 0.00 0.00 0.02
C -0.01 0.00 0.00
C 0.01 -0.01 0.00
C 0.00 0.01 0.00
C -0.03 0.00 0.00
O 0.03 0.05 0.00
H 0.00 0.01 0.00
H 0.00 0.00 0.00
H -0.01 0.00 -0.02
H 0.00 0.00 0.00
H 0.00 0.00 0.00
H 0.00 0.00 0.00
H 0.00 0.00 0.00
C 0.00 -0.02 0.00
C 0.01 0.01 0.01
C 0.00 0.01 0.00
C -0.01 0.00 0.00
C 0.01 0.00 0.00
C 0.00 -0.01 0.00
C -0.02 0.00 0.00
N -0.03 0.02 0.00
C 0.00 -0.02 0.02
N 0.01 0.02 0.00
C 0.02 -0.03 0.00
C 0.06 0.00 0.09
C 0.00 0.00 0.00
C 0.01 0.00 0.00
C -0.01 0.00 -0.01
C 0.00 0.00 0.00
C -0.01 0.01 -0.01
N -0.03 0.01 0.02
C -0.03 -0.02 -0.01
C 0.00 0.02 0.00
C 0.00 -0.01 0.00
C 0.00 0.00 0.00
C 0.00 0.01 0.01
C 0.01 -0.01 0.00
C 0.00 0.00 0.00
H 0.00 0.00 0.00
H -0.01 0.00 0.00
H 0.00 0.00 0.00
H 0.00 0.00 0.00
H 0.00 0.00 0.00
H 0.00 0.00 0.00
H 0.00 0.00 0.00
H 0.02 0.00 -0.01
H 0.00 0.00 0.00
H 0.00 0.00 0.00
H 0.00 0.00 0.00
H 0.00 0.00 0.00
H 0.00 0.00 0.00
H 0.00 0.00 0.00
H 0.00 0.00 0.01
H 0.00 0.00 0.00
H 0.00 0.00 0.00
H 0.00 0.00 0.00
H 0.00 0.00 0.00
H 0.00 -0.01 -0.01
H 0.00 0.01 0.00
H 0.00 0.00 0.01
O 0.01 -0.01 -0.02
N -0.01 -0.01 0.09

Output
- HOMO energy (spin up / spin down): -10.3 / -10.9 eV
- ΔE to the lowest compared entry with this formula, charge and spin: 90.4 kJ/mol
- Total energy: -59515.041 eV
- Total charge: +1
- HOMO-LUMO gap (spin up / spin down): 0.2887 / 0.2042 hartree
- Spin multiplicity: 6
- Lowest unoccupied orbital energy (spin up / spin down): -2.41 / -5.33 eV



A molecular structure, C27H55N5O5OsSSe2. Source: OMol25; level of theory: ωB97M-V/def2-TZVPD.

Each line ends with the Mulliken spin population.
Atoms and positions in Å:
Os: -0.1824 -0.0808 0.1552  2.472
O: -4.0616 -0.6652 1.3217  0.007
C: -4.0296 -0.3744 2.7150  -0.019
C: -2.7350 0.3117 3.1319  -0.003
C: -3.0009 0.7853 4.5807  0.019
O: -1.8010 1.3240 5.1166  0.002
C: -1.5341 -0.6302 3.2353  0.063
Se: -1.1029 -1.6612 1.6450  0.453
C: -2.4474 1.5767 2.3313  0.093
Se: -1.8458 1.5572 0.4687  0.394
H: -4.9788 -0.6079 1.0377  0.002
H: -4.1557 -1.2891 3.3048  0.001
H: -4.8529 0.3005 2.9712  0.001
H: -3.3445 -0.0684 5.1738  0.000
H: -3.7949 1.5381 4.5721  0.000
H: -1.9778 1.6761 5.9951  0.000
H: -1.7108 -1.3823 4.0044  -0.001
H: -0.6374 -0.0783 3.5066  -0.011
H: -1.6721 2.1494 2.8404  -0.031
H: -3.3433 2.1969 2.2801  -0.003
O: 0.6446 -2.2695 -2.6438  0.006
C: -0.5698 -2.2402 -2.4217  -0.018
O: -1.1978 -1.4287 -1.6835  0.069
C: -1.4094 -3.3505 -3.0457  0.007
N: -2.8753 -3.0635 -2.7449  -0.004
C: -3.4664 -4.2691 -2.0422  0.001
C: -2.5156 -5.3966 -2.4044  0.000
C: -1.1500 -4.7161 -2.3978  0.002
H: -1.2723 -3.3763 -4.1245  -0.002
H: -3.3930 -2.8259 -3.5870  0.000
H: -2.8306 -2.2299 -2.1299  -0.003
H: -4.4926 -4.4058 -2.3711  0.000
H: -3.4575 -4.0405 -0.9780  0.001
H: -2.7474 -5.7808 -3.3997  0.000
H: -2.5888 -6.2231 -1.7014  0.000
H: -0.3865 -5.2659 -2.9407  0.000
H: -0.7985 -4.5741 -1.3731  -0.001
N: 0.5287 1.0471 -1.4712  0.049
C: 0.9110 1.6533 -2.3824  0.027
N: 1.3544 2.3558 -3.3690  0.016
C: 0.4414 3.0966 -4.2740  0.002
C: 0.8587 4.5559 -4.3174  0.000
C: 2.3368 4.6934 -4.6751  0.001
C: 3.2141 3.9159 -3.6967  0.001
C: 2.8110 2.4529 -3.6466  0.002
H: -0.5764 2.9610 -3.9136  0.001
H: 0.5228 2.6354 -5.2611  0.000
H: 0.6683 5.0096 -3.3401  0.000
H: 0.2306 5.0748 -5.0423  0.000
H: 2.6230 5.7445 -4.6804  0.000
H: 2.5029 4.3179 -5.6899  0.000
H: 3.1220 4.3449 -2.6936  -0.001
H: 4.2658 3.9776 -3.9789  0.000
H: 3.3394 1.8947 -2.8756  0.001
H: 2.9858 1.9624 -4.6068  0.001
C: 2.6487 -2.3737 1.4697  -0.008
C: 1.8839 -2.6315 0.2019  0.036
O: 1.4665 -1.3691 -0.4060  0.026
H: 2.8497 -3.3238 1.9655  -0.004
H: 2.0786 -1.7472 2.1553  0.005
H: 3.5983 -1.8805 1.2666  0.002
H: 1.0022 -3.2516 0.3774  -0.015
H: 2.5006 -3.1238 -0.5493  -0.001
H: 1.2748 -1.5820 -1.3686  0.003
C: 3.9104 5.4115 2.7402  0.000
C: 4.3698 5.1541 1.3059  0.000
C: 3.8413 3.8709 0.6685  0.010
C: 2.3432 3.8397 0.3949  0.011
N: 1.5235 3.6759 1.5996  0.032
C: 1.2871 2.5134 2.2030  0.083
S: 1.8127 1.0177 1.5225  0.206
N: 0.6294 2.5100 3.3664  0.021
C: 0.3058 3.6493 4.2293  0.002
C: 0.5939 3.3334 5.6906  0.002
C: 2.0708 3.3310 6.0812  0.001
C: 2.9115 2.2028 5.4903  -0.010
H: 4.5028 6.1999 3.2027  0.000
H: 4.0119 4.5147 3.3572  0.001
H: 2.8699 5.7420 2.7975  0.000
H: 5.4600 5.1092 1.2924  0.000
H: 4.1006 6.0084 0.6767  0.000
H: 4.0951 3.0051 1.2878  0.000
H: 4.3476 3.7173 -0.2893  0.000
H: 2.0904 3.0200 -0.2755  -0.009
H: 2.0143 4.7714 -0.0714  -0.002
H: 1.2348 4.5165 2.0709  0.001
H: 0.5271 1.5904 3.7703  -0.006
H: -0.7437 3.9181 4.0915  0.000
H: 0.9073 4.5120 3.9378  0.001
H: 0.1322 2.3710 5.9429  0.001
H: 0.0673 4.0816 6.2867  0.000
H: 2.1241 3.2759 7.1698  0.000
H: 2.5081 4.2983 5.8126  0.000
H: 2.4613 1.2269 5.6927  0.000
H: 3.9076 2.1959 5.9316  0.000
H: 3.0399 2.2873 4.4096  0.013

Cartesian forces, eV/Å:
Os 0.41 0.32 0.20
O 0.00 0.09 0.14
C -0.14 -0.01 -0.08
C 0.08 0.12 0.18
C 0.01 0.00 -0.03
O -0.07 0.00 -0.05
C 0.11 -0.03 0.04
Se -0.18 -0.24 -0.06
C 0.00 0.12 0.01
Se -0.11 0.03 -0.12
H 0.02 -0.05 -0.07
H 0.01 -0.04 -0.04
H -0.03 -0.04 0.01
H 0.01 0.00 0.03
H 0.00 0.02 0.00
H -0.05 -0.04 0.01
H -0.04 0.03 0.01
H -0.02 -0.06 0.00
H -0.11 -0.05 -0.01
H -0.04 -0.04 0.05
O 0.15 -0.07 -0.10
C -0.04 0.15 0.03
O -0.24 -0.16 -0.03
C -0.29 -0.10 -0.08
N 0.20 -0.06 0.06
C 0.00 0.16 -0.05
C -0.02 -0.01 -0.05
C 0.01 0.03 0.00
H 0.00 -0.01 0.00
H 0.02 -0.02 0.00
H 0.00 0.04 -0.01
H -0.01 -0.01 0.01
H 0.02 -0.06 0.02
H -0.01 -0.01 0.01
H 0.02 0.00 0.00
H 0.01 0.00 0.00
H 0.00 -0.02 0.01
N -0.14 0.01 -0.22
C 0.03 0.09 0.01
N 0.07 -0.02 -0.04
C 0.15 -0.15 0.09
C -0.04 0.04 0.03
C 0.01 -0.02 -0.05
C 0.03 0.01 0.05
C -0.23 -0.03 0.00
H -0.01 0.02 0.01
H -0.01 0.02 -0.02
H -0.01 0.00 -0.01
H 0.02 0.01 -0.01
H 0.00 0.00 0.00
H 0.00 0.01 0.00
H 0.01 0.00 -0.01
H -0.01 0.01 -0.02
H 0.01 0.02 0.01
H 0.04 0.01 -0.01
C 0.03 -0.01 0.08
C 0.02 0.19 -0.14
O 0.08 -0.19 0.06
H 0.04 0.00 -0.01
H -0.05 -0.04 0.01
H -0.01 0.01 -0.02
H -0.07 0.04 0.04
H 0.02 -0.05 0.03
H 0.08 -0.08 -0.14
C -0.04 -0.02 0.04
C -0.01 0.05 0.00
C 0.03 -0.05 0.01
C -0.14 0.08 0.08
N 0.06 -0.17 -0.04
C -0.23 0.28 -0.06
S 0.03 -0.06 0.28
N 0.24 -0.12 -0.09
C 0.06 -0.09 -0.08
C -0.09 -0.09 0.11
C 0.04 0.08 -0.01
C -0.01 -0.05 -0.03
H 0.02 0.00 -0.02
H 0.02 0.00 -0.01
H 0.00 0.00 -0.03
H 0.00 -0.02 0.02
H 0.01 0.00 0.00
H 0.02 0.01 -0.01
H 0.00 0.02 0.00
H 0.02 -0.01 0.00
H 0.02 0.00 -0.02
H -0.02 0.03 0.00
H 0.00 0.13 0.12
H -0.03 0.00 0.01
H 0.05 0.00 -0.02
H 0.16 0.08 -0.05
H 0.03 0.05 0.01
H 0.00 -0.01 0.01
H 0.01 -0.01 0.00
H 0.00 0.01 0.01
H 0.00 0.01 0.01
H 0.00 0.03 0.01

Output
- HOMO energy (spin up / spin down): -11.9 / -13.1 eV
- Total energy: -190562.358 eV
- Total charge: +2
- HOMO-LUMO gap (spin up / spin down): 0.2834 / 0.2330 hartree
- Spin multiplicity: 5
- Lowest unoccupied orbital energy (spin up / spin down): -4.17 / -6.75 eV



A molecular structure, C2H6N2OS at a distorted geometry. Source: OMol25; level of theory: ωB97M-V/def2-TZVPD.

Each line ends with the Löwdin charge.
Atoms and positions in Å:
C: 0.1436 -0.8276 1.2759  -0.279
C: -0.6798 0.3241 0.7569  -0.603
H: 1.8608 -1.5796 1.4609  0.130
H: 2.1139 0.4554 0.8832  0.216
H: 0.0255 -0.6932 2.4995  0.167
H: -0.1423 -1.8114 0.8880  0.106
H: -1.3316 1.4579 -0.9043  0.172
H: 1.4675 0.1704 -1.5097  -0.139
N: 1.5460 -0.7351 0.7198  -0.152
N: -0.6414 0.6509 -0.5474  -0.358
O: -1.2710 1.1517 1.4782  0.003
S: 0.1912 -0.2252 -1.7842  0.736

Cartesian forces, eV/Å:
C 0.28 1.58 1.89
C -1.30 2.63 1.38
H 0.73 3.41 -2.49
H -2.24 -4.96 0.29
H 0.36 -0.70 -3.16
H -0.57 0.21 0.39
H 2.34 -2.42 1.50
H -0.63 -0.08 -0.16
N 1.79 0.59 3.76
N -1.21 1.30 -3.24
O 0.69 -1.96 -0.22
S -0.25 0.40 0.06

Output
- HOMO energy: -9.1 eV
- ΔE to the lowest compared entry with this formula, charge and spin: 355.0 kJ/mol
- Total energy: -18031.126 eV
- HOMO-LUMO gap: 0.3515 hartree
- Lowest unoccupied orbital energy: 0.46 eV